No. 1
{
  "formula": "C29H31CuN3OSTe",
  "method": "ωB97M-V/def2-TZVPD",
  "symbols": ["Cu", "C", "C", "C", "C", "C", "C", "Te", "N", "C", "O", "C", "C", "C", "C", "C", "C", "C", "C", "C", "C", "C", "C", "C", "C", "C", "C", "C", "C", "H", "H", "H", "H", "H", "H", "H", "H", "H", "H", "H", "H", "H", "H", "H", "H", "H", "H", "H", "H", "H", "H", "H", "H", "H", "H", "H", "S", "C", "N", "C", "C", "C", "N", "H", "H", "H", "H"],
  "positions_angstrom": [[-2.15, -2.77, -1.85], [4.15, 4.46, 2.89], [3.11, 3.65, 2.16], [2.14, 2.94, 2.85], [1.16, 2.19, 2.20], [0.14, 1.48, 3.04], [1.17, 2.13, 0.80], [-0.31, 0.97, -0.22], [-2.44, -0.77, -1.35], [-3.64, -0.94, -1.75], [-3.95, -2.14, -2.20], [-4.70, 0.11, -1.71], [-4.43, 1.35, -1.13], [-5.42, 2.32, -1.09], [-6.68, 2.05, -1.61], [-6.94, 0.81, -2.18], [-5.95, -0.16, -2.23], [0.22, -0.88, 0.69], [-0.74, -1.64, 1.37], [-2.14, -1.19, 1.66], [-0.38, -2.90, 1.85], [0.90, -3.42, 1.71], [1.25, -4.79, 2.20], [1.86, -2.61, 1.10], [1.55, -1.35, 0.60], [2.67, -0.54, 0.02], [2.14, 2.85, 0.08], [2.22, 2.87, -1.43], [3.09, 3.60, 0.78], [4.01, 4.41, 3.96], [4.10, 5.51, 2.59], [5.15, 4.10, 2.66], [2.12, 2.98, 3.94], [0.19, 1.81, 4.07], [0.29, 0.40, 3.02], [-0.87, 1.66, 2.66], [-3.45, 1.54, -0.72], [-5.21, 3.28, -0.64], [-7.45, 2.81, -1.58], [-7.92, 0.60, -2.59], [-6.14, -1.13, -2.66], [-2.27, -0.12, 1.51], [-2.40, -1.44, 2.69], [-2.85, -1.69, 1.00], [-1.13, -3.50, 2.35], [0.40, -5.27, 2.67], [2.06, -4.75, 2.93], [1.59, -5.42, 1.38], [2.88, -2.96, 1.03], [3.52, -1.18, -0.23], [3.02, 0.21, 0.73], [2.36, 0.01, -0.87], [1.65, 2.07, -1.88], [3.26, 2.79, -1.75], [1.84, 3.82, -1.82], [3.83, 4.15, 0.21], [-0.26, -3.95, -1.59], [0.73, -2.83, -2.35], [2.09, -2.96, -2.24], [2.96, -2.13, -2.85], [2.48, -1.09, -3.58], [1.08, -0.96, -3.64], [0.24, -1.80, -3.07], [2.42, -3.71, -1.65], [4.01, -2.34, -2.70], [3.14, -0.40, -4.07], [0.63, -0.14, -4.18]],
  "total_charge": 0,
  "energy_ha": -3669.84076,
  "e_above_lowest_kj_mol": 0.0,
  "multiplicity": 2,
  "s_squared": 0.762,
  "homo_energy_ha": [-0.271, -0.271],
  "orbital_gap_ha": [0.2426, 0.2431]
}

---

No. 2
{
  "formula": "C48H50BF4Ge2S4TeY",
  "method": "ωB97M-V/def2-TZVPD",
  "symbols": ["Y", "C", "C", "C", "C", "C", "C", "C", "C", "C", "C", "C", "C", "C", "C", "C", "Ge", "S", "S", "Ge", "S", "S", "C", "C", "C", "C", "C", "C", "C", "C", "C", "C", "C", "C", "C", "C", "C", "C", "C", "C", "C", "C", "C", "C", "C", "C", "C", "C", "C", "C", "C", "C", "C", "C", "C", "H", "H", "H", "H", "H", "H", "H", "H", "H", "H", "H", "H", "H", "H", "H", "H", "H", "H", "H", "H", "H", "H", "H", "H", "H", "H", "H", "H", "H", "H", "H", "H", "H", "H", "H", "H", "H", "H", "H", "H", "H", "H", "H", "H", "H", "H", "H", "H", "H", "H", "Te", "F", "B", "F", "F", "F"],
  "positions_angstrom": [[-2.11, 2.92, -0.98], [-0.09, 2.88, -6.37], [0.88, 2.31, -5.37], [1.74, 3.13, -4.65], [2.55, 2.63, -3.65], [3.49, 3.54, -2.91], [2.48, 1.27, -3.34], [1.71, 0.41, -4.12], [1.73, -1.08, -3.94], [0.91, 0.95, -5.12], [3.27, 0.76, -2.17], [4.59, 0.37, -2.41], [5.41, -0.02, -1.36], [4.91, 0.01, -0.07], [3.59, 0.39, 0.19], [2.74, 0.74, -0.87], [0.84, 1.31, -0.65], [0.57, 3.40, -1.10], [-0.60, -0.09, -1.69], [-1.77, -0.21, 0.24], [-3.60, 0.92, 0.09], [-0.19, 0.99, 1.35], [-2.20, -2.02, 0.94], [-2.64, -2.15, 2.27], [-3.05, -3.38, 2.75], [-3.06, -4.50, 1.93], [-2.67, -4.37, 0.61], [-2.24, -3.15, 0.10], [-1.87, -3.12, -1.34], [-2.76, -2.64, -2.30], [-4.08, -2.01, -1.93], [-2.39, -2.67, -3.64], [-1.19, -3.21, -4.05], [-0.79, -3.20, -5.51], [-0.32, -3.71, -3.09], [-0.63, -3.65, -1.74], [0.38, -4.07, -0.71], [-2.70, -0.96, 3.16], [-1.57, -0.53, 3.84], [-0.28, -1.30, 3.80], [-1.61, 0.68, 4.53], [-2.76, 1.46, 4.57], [-2.76, 2.83, 5.19], [-3.91, 0.96, 3.97], [-3.91, -0.24, 3.28], [-5.17, -0.76, 2.65], [3.24, 0.45, 1.64], [3.14, -0.73, 2.38], [3.18, -2.09, 1.72], [2.98, -0.66, 3.76], [2.87, 0.55, 4.42], [2.65, 0.62, 5.91], [2.95, 1.72, 3.66], [3.14, 1.69, 2.29], [3.24, 2.98, 1.53], [0.10, 3.95, -6.54], [-1.10, 2.79, -5.98], [-0.03, 2.36, -7.33], [1.74, 4.20, -4.85], [3.32, 4.58, -3.20], [4.53, 3.29, -3.12], [3.34, 3.48, -1.83], [2.39, -1.39, -3.12], [2.07, -1.58, -4.85], [0.73, -1.45, -3.71], [0.26, 0.29, -5.68], [4.96, 0.40, -3.42], [6.43, -0.32, -1.55], [5.55, -0.26, 0.77], [-3.38, -3.45, 3.78], [-3.39, -5.46, 2.31], [-2.69, -5.23, -0.05], [-4.42, -2.33, -0.94], [-4.84, -2.27, -2.66], [-3.99, -0.92, -1.90], [-3.07, -2.24, -4.38], [-1.51, -2.65, -6.11], [-0.71, -4.22, -5.90], [0.19, -2.73, -5.63], [0.65, -4.09, -3.39], [1.32, -4.34, -1.18], [0.03, -4.91, -0.10], [0.58, -3.24, -0.02], [-0.40, -2.28, 3.34], [0.10, -1.45, 4.82], [0.47, -0.75, 3.24], [-0.70, 1.05, 5.00], [-1.87, 2.98, 5.80], [-3.64, 2.98, 5.81], [-2.77, 3.59, 4.41], [-4.82, 1.54, 4.01], [-5.99, -0.05, 2.79], [-5.46, -1.72, 3.10], [-5.04, -0.92, 1.58], [2.94, -2.03, 0.66], [2.45, -2.76, 2.20], [4.16, -2.55, 1.81], [2.90, -1.58, 4.33], [2.68, -0.38, 6.35], [1.67, 1.05, 6.13], [3.40, 1.23, 6.40], [2.85, 2.68, 4.16], [3.43, 3.81, 2.20], [2.32, 3.20, 0.98], [4.04, 2.94, 0.78], [-2.89, 2.95, -3.59], [-4.32, 6.10, 1.14], [-3.04, 5.63, 1.35], [-2.86, 4.46, 0.40], [-2.07, 6.55, 1.02], [-2.87, 5.11, 2.63]],
  "total_charge": -2,
  "energy_ha": -8337.06229,
  "e_above_lowest_kj_mol": 0.0,
  "homo_energy_ha": -0.034,
  "orbital_gap_ha": 0.1748
}

---

No. 3
{
  "formula": "C32H34Cl2N2O2S",
  "method": "ωB97M-V/def2-TZVPD",
  "symbols": ["C", "C", "N", "C", "C", "C", "C", "C", "C", "C", "C", "C", "C", "C", "C", "C", "N", "C", "C", "C", "C", "C", "C", "C", "C", "C", "C", "H", "H", "H", "H", "H", "H", "H", "H", "H", "H", "H", "H", "H", "H", "H", "H", "H", "H", "H", "H", "H", "H", "H", "H", "H", "H", "H", "H", "H", "Cl", "C", "C", "C", "C", "S", "C", "Cl", "O", "O", "C", "C", "H", "H", "H", "H", "H"],
  "positions_angstrom": [[-6.26, 2.41, 0.74], [-6.40, 1.15, 1.58], [-5.24, 0.29, 1.51], [-5.49, -1.05, 1.99], [-4.39, -2.02, 1.61], [-3.05, -1.46, 2.07], [-2.84, -0.07, 1.58], [-3.97, 0.77, 1.34], [-3.76, 2.12, 0.90], [-2.52, 2.48, 0.44], [-1.39, 1.61, 0.56], [-0.19, 1.92, -0.12], [1.10, 1.55, 0.37], [2.14, 2.50, 0.62], [3.36, 2.12, 1.13], [3.68, 0.73, 1.19], [4.97, 0.31, 1.37], [6.06, 1.25, 1.37], [5.67, 2.50, 2.13], [4.38, 3.13, 1.57], [5.33, -1.04, 0.97], [4.33, -2.07, 1.47], [2.89, -1.69, 1.13], [2.65, -0.23, 1.00], [1.40, 0.19, 0.60], [-1.58, 0.44, 1.35], [-4.90, 3.09, 0.94], [-6.37, 2.16, -0.32], [-7.06, 3.10, 1.01], [-6.58, 1.42, 2.64], [-7.26, 0.56, 1.24], [-5.59, -1.02, 3.09], [-6.46, -1.37, 1.59], [-4.58, -2.99, 2.09], [-4.38, -2.17, 0.53], [-3.02, -1.48, 3.17], [-2.24, -2.11, 1.72], [-2.37, 3.47, -0.01], [-0.23, 2.72, -0.86], [1.92, 3.56, 0.44], [6.92, 0.76, 1.83], [6.35, 1.51, 0.33], [5.51, 2.23, 3.19], [6.50, 3.22, 2.09], [4.64, 3.78, 0.72], [3.96, 3.78, 2.35], [5.40, -1.10, -0.13], [6.32, -1.24, 1.38], [4.56, -3.03, 1.00], [4.42, -2.19, 2.55], [2.59, -2.16, 0.18], [2.20, -2.11, 1.89], [0.64, -0.56, 0.42], [-0.73, -0.12, 1.72], [-4.75, 3.84, 0.16], [-4.92, 3.63, 1.90], [1.01, -4.96, -7.32], [0.87, -3.86, -6.02], [1.19, -4.29, -4.72], [1.06, -3.40, -3.65], [0.66, -2.07, -3.87], [0.76, -0.88, -2.46], [-0.60, 0.10, -1.91], [-1.98, -0.77, -1.48], [1.06, -1.86, -1.41], [1.75, 0.13, -2.77], [0.30, -1.66, -5.16], [0.41, -2.56, -6.24], [1.54, -5.30, -4.54], [1.31, -3.76, -2.66], [-0.79, 0.99, -2.53], [-0.04, -0.65, -5.34], [0.14, -2.25, -7.25]],
  "total_charge": 0,
  "energy_ha": -2818.26192,
  "homo_energy_ha": -0.246,
  "orbital_gap_ha": 0.2148
}

---

No. 4
{
  "formula": "C58H153N11O18",
  "method": "ωB97M-V/def2-TZVPD",
  "symbols": ["C", "O", "C", "C", "N", "C", "C", "O", "C", "H", "H", "H", "H", "H", "H", "H", "H", "H", "H", "H", "H", "H", "H", "H", "C", "O", "C", "C", "N", "C", "C", "O", "C", "H", "H", "H", "H", "H", "H", "H", "H", "H", "H", "H", "H", "H", "H", "H", "C", "O", "C", "C", "N", "C", "C", "O", "C", "H", "H", "H", "H", "H", "H", "H", "H", "H", "H", "H", "H", "H", "H", "H", "C", "O", "C", "C", "N", "C", "C", "O", "C", "H", "H", "H", "H", "H", "H", "H", "H", "H", "H", "H", "H", "H", "H", "H", "C", "O", "C", "C", "N", "C", "C", "O", "C", "H", "H", "H", "H", "H", "H", "H", "H", "H", "H", "H", "H", "H", "H", "H", "C", "C", "C", "O", "C", "N", "H", "H", "H", "H", "H", "H", "H", "H", "H", "H", "H", "C", "C", "C", "O", "C", "N", "H", "H", "H", "H", "H", "H", "H", "H", "H", "H", "H", "C", "C", "C", "O", "C", "N", "H", "H", "H", "H", "H", "H", "H", "H", "H", "H", "H", "C", "C", "C", "O", "C", "N", "H", "H", "H", "H", "H", "H", "H", "H", "H", "H", "H", "C", "C", "C", "O", "C", "N", "H", "H", "H", "H", "H", "H", "H", "H", "H", "H", "H", "C", "C", "C", "O", "C", "N", "H", "H", "H", "H", "H", "H", "H", "H", "H", "H", "H", "C", "C", "O", "H", "H", "H", "H", "H", "H", "C", "C", "O", "H", "H", "H", "H", "H", "H"],
  "positions_angstrom": [[9.49, -8.92, 4.42], [10.67, -9.73, 4.59], [10.40, -11.10, 4.90], [11.64, -11.95, 4.86], [12.50, -11.96, 5.99], [13.59, -13.02, 5.97], [14.83, -12.69, 6.84], [15.41, -11.40, 6.52], [16.74, -11.28, 6.79], [9.67, -7.94, 3.98], [8.93, -8.76, 5.34], [8.86, -9.21, 3.58], [9.74, -11.55, 4.16], [9.88, -11.21, 5.85], [12.20, -12.04, 3.92], [11.11, -12.90, 4.90], [13.02, -11.09, 5.98], [13.87, -13.24, 4.94], [13.02, -13.86, 6.39], [15.59, -13.47, 6.85], [14.56, -12.71, 7.90], [17.02, -10.29, 6.44], [17.21, -12.15, 6.34], [16.83, -11.38, 7.88], [-3.76, 1.72, -2.59], [-2.70, 0.98, -2.09], [-1.69, 1.81, -1.44], [-0.41, 1.03, -1.11], [-0.77, 0.19, 0.04], [0.38, -0.64, 0.57], [-0.23, -1.85, 1.14], [0.93, -2.75, 1.14], [0.56, -4.12, 1.39], [-4.51, 1.10, -3.09], [-3.38, 2.33, -3.40], [-4.20, 2.48, -1.94], [-2.10, 2.42, -0.64], [-1.35, 2.55, -2.16], [0.44, 1.63, -0.77], [-0.21, 0.32, -1.92], [-1.68, -0.18, -0.19], [1.06, -0.15, 1.27], [1.03, -0.89, -0.27], [-1.00, -2.32, 0.53], [-0.71, -1.76, 2.11], [-0.44, -4.32, 1.01], [0.61, -4.35, 2.46], [1.31, -4.68, 0.83], [13.25, -1.06, -0.34], [13.40, -2.05, -1.36], [13.67, -3.34, -0.79], [13.70, -4.45, -1.92], [12.39, -4.92, -2.21], [11.77, -5.71, -1.24], [10.30, -5.80, -1.56], [9.71, -4.59, -1.45], [8.30, -4.53, -1.72], [12.31, -1.34, 0.14], [13.16, -0.07, -0.79], [14.05, -0.99, 0.39], [13.11, -3.59, 0.12], [14.67, -3.21, -0.36], [14.27, -5.31, -1.58], [14.15, -4.02, -2.82], [11.73, -4.17, -2.37], [11.76, -5.28, -0.24], [12.27, -6.68, -1.25], [9.85, -6.52, -0.88], [10.17, -6.18, -2.57], [8.04, -3.47, -1.75], [7.71, -5.00, -0.94], [8.11, -4.97, -2.70], [4.23, 4.00, 5.61], [3.07, 4.69, 5.85], [2.58, 5.29, 4.68], [1.98, 4.39, 3.50], [0.62, 3.91, 3.86], [0.46, 3.17, 5.15], [-0.95, 2.61, 5.19], [-1.06, 1.53, 6.12], [-0.73, 1.74, 7.52], [5.10, 4.65, 5.64], [4.37, 3.39, 4.71], [4.36, 3.27, 6.41], [3.25, 6.06, 4.31], [1.77, 5.94, 5.01], [2.61, 3.50, 3.41], [1.97, 4.89, 2.53], [0.55, 3.15, 3.20], [0.77, 3.78, 6.01], [1.27, 2.45, 5.28], [-1.28, 2.23, 4.23], [-1.69, 3.37, 5.47], [0.35, 1.81, 7.57], [-1.08, 0.94, 8.16], [-1.38, 2.57, 7.80], [-14.83, 13.29, 5.37], [-14.14, 12.69, 4.30], [-12.84, 12.21, 4.57], [-12.30, 11.44, 3.35], [-10.86, 11.05, 3.51], [-10.69, 10.07, 4.43], [-9.26, 9.54, 4.48], [-8.91, 8.91, 3.23], [-7.62, 8.30, 3.27], [-15.66, 13.87, 4.96], [-14.26, 13.94, 6.03], [-15.20, 12.52, 6.05], [-12.87, 11.52, 5.41], [-12.26, 13.10, 4.84], [-12.42, 12.19, 2.57], [-12.98, 10.63, 3.09], [-10.52, 10.69, 2.63], [-11.30, 9.18, 4.26], [-10.95, 10.48, 5.41], [-9.20, 8.90, 5.37], [-8.59, 10.29, 4.89], [-6.92, 9.14, 3.28], [-7.61, 7.72, 2.35], [-7.47, 7.56, 4.06], [6.65, 4.24, -4.61], [6.00, 4.67, -3.26], [6.58, 4.08, -1.96], [6.29, 2.74, -1.93], [7.19, 1.96, -1.18], [6.09, 6.13, -3.37], [6.09, 4.65, -5.45], [6.56, 3.16, -4.65], [7.70, 4.51, -4.69], [4.93, 4.43, -3.19], [6.18, 4.62, -1.09], [7.65, 4.28, -1.94], [7.53, 2.39, -0.24], [8.04, 1.75, -1.83], [6.96, 0.94, -0.88], [6.95, 6.62, -3.16], [5.72, 6.44, -4.26], [-4.63, -8.53, 1.06], [-4.71, -8.60, -0.47], [-5.68, -7.54, -1.22], [-7.03, -7.61, -0.65], [-8.10, -7.08, -1.45], [-3.39, -8.48, -1.09], [-4.80, -7.56, 1.53], [-3.75, -9.09, 1.41], [-5.41, -9.18, 1.46], [-4.95, -9.65, -0.66], [-5.71, -7.64, -2.30], [-5.19, -6.57, -1.13], [-8.15, -7.53, -2.44], [-8.00, -6.03, -1.69], [-9.02, -7.12, -0.87], [-3.38, -8.80, -2.05], [-2.87, -9.12, -0.51], [-9.43, 4.92, -7.64], [-8.95, 5.13, -9.06], [-7.51, 4.59, -9.22], [-7.17, 4.60, -10.58], [-5.82, 4.09, -10.73], [-9.72, 4.27, -9.97], [-8.92, 5.51, -6.88], [-9.29, 3.87, -7.38], [-10.51, 4.96, -7.60], [-8.99, 6.18, -9.36], [-7.56, 3.58, -8.82], [-6.96, 5.25, -8.54], [-5.51, 4.35, -11.74], [-5.79, 3.01, -10.59], [-5.10, 4.59, -10.07], [-10.60, 4.65, -10.30], [-9.18, 4.17, -10.82], [1.19, 4.53, -8.48], [1.02, 3.13, -9.13], [2.34, 2.34, -9.31], [3.33, 3.19, -9.89], [4.44, 2.37, -10.30], [-0.03, 2.36, -8.48], [1.80, 5.18, -9.10], [1.61, 4.66, -7.48], [0.26, 5.11, -8.44], [0.63, 3.35, -10.12], [2.10, 1.53, -10.00], [2.66, 1.85, -8.39], [5.24, 2.37, -9.56], [5.00, 2.64, -11.19], [4.16, 1.34, -10.49], [0.12, 2.11, -7.51], [-0.01, 1.48, -8.98], [-7.52, 10.55, -4.27], [-7.06, 9.78, -3.00], [-5.51, 9.70, -2.67], [-4.60, 9.13, -3.62], [-3.26, 9.50, -3.22], [-7.78, 10.38, -1.91], [-8.60, 10.55, -4.41], [-7.11, 10.13, -5.19], [-7.38, 11.61, -4.08], [-7.40, 8.75, -3.03], [-5.42, 9.02, -1.83], [-5.12, 10.67, -2.38], [-2.96, 9.25, -2.21], [-3.16, 10.55, -3.48], [-2.55, 8.91, -3.79], [-7.35, 10.04, -1.06], [-7.74, 11.39, -1.85], [-6.88, -1.47, 1.24], [-7.81, -1.36, 2.50], [-9.10, -0.50, 2.23], [-9.25, 0.08, 0.92], [-8.70, 1.40, 0.79], [-8.09, -2.71, 2.97], [-7.46, -1.91, 0.43], [-5.89, -1.84, 1.49], [-6.61, -0.48, 0.86], [-7.30, -0.86, 3.33], [-9.11, 0.25, 3.02], [-9.89, -1.19, 2.52], [-9.36, 2.13, 1.26], [-8.76, 1.78, -0.23], [-7.65, 1.40, 1.09], [-8.89, -2.60, 3.57], [-8.25, -3.29, 2.15], [-3.48, -8.70, 8.43], [-2.57, -7.52, 8.34], [-1.81, -7.65, 9.56], [-4.28, -8.46, 9.14], [-3.00, -9.68, 8.50], [-3.88, -8.70, 7.42], [-3.18, -6.62, 8.33], [-1.87, -7.50, 7.50], [-2.53, -7.69, 10.19], [2.66, -11.19, -1.31], [2.58, -12.16, -0.18], [1.23, -12.52, -0.11], [3.70, -11.19, -1.66], [2.22, -10.24, -0.98], [2.12, -11.57, -2.18], [2.96, -11.84, 0.79], [3.07, -13.08, -0.51], [1.08, -13.21, 0.54]],
  "total_charge": 0,
  "energy_ha": -4257.52399,
  "e_above_lowest_kj_mol": 984.1,
  "homo_energy_ha": -0.307,
  "orbital_gap_ha": 0.3175
}